No. 1
22
Properties=species:S:1:pos:R:3:forces:R:3:mulliken_charge:R:1 method="wB97M-V/def2-TZVPD" total_energy_ha=-537.383241 e_homo_ha=-0.3570 multiplicity=1 de_lowest_kcal_mol=115.4 max_force_ev_per_a=9.422 homo_lumo_gap_ha=0.360
O -2.68771 -1.39426 1.28129 0.9 0.4 0.0 -0.611
O -0.48745 -1.21030 1.76600 1.7 -0.1 -2.1 -0.410
C 0.10907 -0.46273 -0.29667 1.5 -0.1 -0.2 0.279
C -1.30860 0.24250 -2.62392 -4.3 -3.6 -3.3 -0.422
C -0.08474 0.66085 -2.40954 4.7 1.3 1.0 -0.361
C -1.56766 -1.11942 0.90701 -2.6 -2.5 2.9 0.258
C 0.64770 0.19112 -1.26087 4.9 5.8 -5.6 -0.017
C 0.72040 1.27947 1.85706 2.7 3.7 -1.3 -0.848
C 0.75637 -0.91190 0.86477 0.9 -0.9 2.8 -0.065
C -1.89007 -0.61330 -1.56190 -2.0 0.7 -1.6 -0.381
C -1.17849 -0.73256 -0.38695 -2.8 -0.5 -1.9 0.304
C 1.64987 0.10105 1.54958 -0.4 -0.8 2.1 -0.540
H 0.53086 1.34183 -3.07471 -1.2 -1.0 0.5 0.292
H -2.93791 -1.12676 -1.62438 2.1 1.4 0.0 0.318
H 1.25411 1.79762 2.76357 -2.1 -1.0 -1.0 0.362
H 0.91618 2.19421 1.06868 -1.3 -2.3 1.4 0.200
H -0.31704 0.77780 1.86623 1.6 2.1 0.7 0.217
H -1.67377 0.24378 -3.92746 0.5 0.2 4.7 0.185
H 1.74406 0.68882 -1.32160 -2.4 -1.8 0.8 0.128
H 2.79526 0.11371 1.29695 -2.5 0.4 0.0 0.354
H 1.58501 -0.30698 2.57169 1.0 -0.5 -0.1 0.342
H 1.42456 -1.75453 0.69517 -0.9 -0.9 0.1 0.417



No. 2
22
Properties=species:S:1:pos:R:3:forces:R:3:mulliken_charge:R:1 method="wB97M-V/def2-TZVPD" total_energy_ha=-537.481471 e_homo_ha=-0.3459 multiplicity=1 de_lowest_kcal_mol=53.7 max_force_ev_per_a=4.696 homo_lumo_gap_ha=0.362
O 0.35601 1.87785 0.54746 0.4 0.7 0.6 -0.505
O 2.17919 3.08751 2.90284 0.2 -0.6 0.2 -0.107
C 0.31344 -1.41058 -0.49701 -0.6 0.6 -1.5 -0.343
C 0.86308 -0.24663 -3.05620 -1.4 -1.5 -0.5 -0.579
C 0.20350 -0.00583 -0.72639 -0.2 -2.6 0.1 0.847
C 2.46461 2.01347 3.10209 -0.2 0.6 -0.2 0.093
C -1.29238 0.22864 2.60868 -4.3 -1.9 0.2 -0.960
C 0.45508 0.54749 -1.99519 0.5 -0.1 1.0 -0.349
C -1.60527 0.67393 1.18289 0.0 -0.4 -0.6 -0.421
C 0.90725 -1.67982 -2.87669 -0.3 3.5 3.2 -0.554
C 0.68001 -2.19913 -1.59025 0.0 0.8 -0.4 -0.416
C -0.25188 0.85603 0.36130 -1.7 0.8 0.4 0.026
H 1.12747 -2.34066 -3.61359 0.6 -1.6 -2.4 0.495
H -2.42297 0.07492 0.69604 1.1 0.4 0.2 0.322
H -0.44309 0.72407 2.84407 2.8 1.0 1.4 0.281
H -2.10758 0.37900 3.43651 1.2 0.4 -1.8 0.293
H 0.80237 0.21034 -4.06445 0.7 -0.5 0.7 0.304
H 0.69841 -3.25215 -1.41386 0.1 -0.6 -0.2 0.389
H -1.94845 1.68871 1.24971 -0.3 0.6 -0.2 0.322
H -0.05150 -2.00082 0.36138 0.4 1.1 0.0 0.250
H -1.26278 -0.85798 2.60557 0.9 -0.2 0.2 0.253
H 0.33549 1.63164 -2.06493 0.1 -0.4 -0.3 0.360



No. 3
23
Properties=species:S:1:pos:R:3:forces:R:3:mulliken_charge:R:1 method="wB97M-V/def2-TZVPD" total_energy_ha=-935.622324 e_homo_ha=-0.3037 multiplicity=1 de_lowest_kcal_mol=71.7 max_force_ev_per_a=1.408 homo_lumo_gap_ha=0.318
S -0.17615 1.29483 -0.37995 -1.2 -0.7 -0.4 0.310
O 0.38726 1.96673 0.78978 0.4 0.7 0.8 -0.595
O -0.85043 -2.49386 0.78820 0.4 -0.2 -0.1 -0.356
C 1.29856 -2.22170 -0.17592 0.3 -0.2 0.0 -0.808
C 3.19288 0.72143 -0.36061 0.0 0.1 -0.1 -0.641
C -1.95495 -1.79688 1.12507 -0.3 0.8 0.0 -0.933
C -0.53593 -0.39656 0.14025 0.0 -0.1 -0.3 0.336
C -2.02482 1.60093 -0.33329 0.5 -0.2 -0.1 -0.728
C -1.81552 -0.50034 0.74824 -0.1 -0.6 0.2 0.327
C 2.36297 -1.56784 -0.64951 -0.1 -0.3 0.2 -0.403
C 0.03183 -1.64821 0.19027 -0.2 0.9 -0.2 0.741
C -2.59820 0.76257 0.80319 -0.1 0.0 0.2 -0.532
C 2.40253 -0.14279 -0.97443 0.1 0.0 -0.2 -0.457
H -2.73893 -2.33330 1.62041 -0.1 -0.2 0.0 0.453
H 3.28524 -2.11585 -0.78955 0.0 -0.2 0.0 0.363
H -3.67158 0.60108 0.69759 0.0 0.1 0.0 0.357
H -2.19734 2.66819 -0.22181 0.2 0.1 -0.1 0.448
H 3.19796 1.76816 -0.60332 -0.1 0.2 -0.1 0.270
H 3.84209 0.41239 0.43914 0.2 -0.1 0.2 0.253
H 1.36129 -3.28030 0.03389 0.1 -0.1 0.0 0.401
H -2.39650 1.26325 -1.30006 0.0 0.0 -0.1 0.354
H -2.41493 1.26318 1.75825 -0.1 0.0 -0.1 0.225
H 1.73725 0.18120 -1.76508 0.0 0.1 -0.1 0.616



No. 4
23
Properties=species:S:1:pos:R:3:forces:R:3:mulliken_charge:R:1 method="wB97M-V/def2-TZVPD" total_energy_ha=-612.720570 e_homo_ha=-0.3181 smiles="COc1ccccc1/C=C/C(=O)O" multiplicity=1 de_lowest_kcal_mol=25.5 max_force_ev_per_a=3.959 homo_lumo_gap_ha=0.336
O 1.26399 1.70946 0.53322 -0.6 -0.3 -0.9 -0.370
O -3.99215 -0.53003 0.82547 -2.9 -0.7 1.7 -0.421
O -3.69504 0.92145 -0.81771 -1.5 2.4 -1.7 -0.524
C 2.08595 2.73403 0.03585 1.9 0.8 -1.8 -0.770
C 0.52585 -0.50125 -0.08638 -1.9 1.7 0.4 0.247
C 3.16813 -1.25486 -0.09698 0.1 -1.4 -0.9 -0.579
C 1.52878 0.41293 0.11140 -0.6 2.0 0.5 1.060
C -0.86643 0.05926 -0.21211 1.8 0.6 -0.7 -0.161
C 0.88934 -1.82084 -0.07378 -2.3 -1.2 0.7 -0.388
C -3.34214 0.04060 -0.13404 3.8 -1.1 0.0 0.286
C 2.15470 -2.24386 -0.04132 3.3 -1.1 -0.3 -0.653
C 2.82091 0.06513 -0.01477 2.1 -0.9 -0.3 -0.346
C -1.99822 -0.59427 -0.11630 -0.6 -0.7 -0.4 -0.375
H 3.56834 0.82724 -0.09519 0.4 0.0 0.2 0.213
H 4.19053 -1.54121 -0.35936 -0.2 0.1 0.5 0.341
H 1.71158 3.69181 0.45089 0.3 -0.7 -0.3 0.267
H -4.88534 -0.13768 0.82163 0.1 -0.2 0.3 0.335
H 0.11898 -2.55472 0.10320 -0.4 -0.2 -0.6 0.272
H 2.18943 2.80183 -1.12805 -1.1 -0.2 1.7 0.317
H -0.83722 1.11965 -0.54719 -0.4 -0.7 0.7 0.344
H 2.43352 -3.34604 -0.05614 -0.5 1.6 0.1 0.301
H -2.10502 -1.65823 0.02784 0.6 -0.2 0.4 0.302
H 3.19960 2.60907 0.22510 -1.3 0.2 0.8 0.301



No. 5
23
Properties=species:S:1:pos:R:3:forces:R:3:mulliken_charge:R:1 method="wB97M-V/def2-TZVPD" total_energy_ha=-612.678734 e_homo_ha=-0.3755 smiles="C#CCCCC1=C(C)C(=O)OC1=O" multiplicity=1 de_lowest_kcal_mol=51.8 max_force_ev_per_a=2.689 homo_lumo_gap_ha=0.365
O -2.64397 1.58474 1.46314 0.1 -0.1 -1.2 -0.351
O -0.51020 1.87089 1.97546 0.6 1.0 -0.6 -0.486
O -4.20279 0.89924 -0.04189 -1.3 -0.2 0.7 -0.482
C -2.17394 -0.31353 0.12947 -0.7 0.5 0.1 0.421
C 3.87704 -1.08854 1.13122 0.2 -0.2 0.1 0.005
C -1.27842 1.48077 1.15612 0.3 -1.6 2.1 0.169
C 0.24053 -0.01430 -0.56098 -0.2 1.8 -0.9 -0.716
C 2.72775 0.36083 -0.79202 -0.1 -0.1 1.4 -0.648
C -1.02974 0.37951 0.15601 -0.4 -0.6 0.0 0.447
C 1.38737 1.02611 -0.41482 -0.1 -0.8 0.0 -0.598
C -3.22491 0.68594 0.59188 1.1 -0.2 -1.6 0.443
C -2.50392 -1.68995 -0.37676 0.8 0.3 1.0 -1.237
C 3.24417 -0.41805 0.36913 0.4 0.3 -1.2 -0.568
H 0.54204 -1.05487 -0.42358 0.0 0.2 0.5 0.464
H 3.48009 1.10828 -1.05628 -0.1 -0.1 0.0 0.349
H -2.98392 -2.19360 0.46956 -0.4 -0.1 -0.4 0.348
H -3.12240 -1.71573 -1.27197 0.0 0.0 0.1 0.283
H -0.03848 0.08322 -1.62195 0.0 -0.5 0.1 0.286
H 4.54082 -1.69225 1.70108 -0.2 0.0 0.3 0.446
H 1.23537 1.88493 -1.07760 -0.3 -0.2 0.1 0.368
H -1.55543 -2.22422 -0.49579 -0.2 0.0 -0.5 0.343
H 1.36135 1.38012 0.61904 0.5 0.1 -0.2 0.404
H 2.63160 -0.33954 -1.62849 -0.1 0.2 0.0 0.309



No. 6
24
Properties=species:S:1:pos:R:3:forces:R:3:mulliken_charge:R:1 method="wB97M-V/def2-TZVPD" total_energy_ha=-1010.893519 e_homo_ha=-0.3640 smiles="O=S1(=O)c2ccccc2[C@H]2OCC[C@H]21" multiplicity=1 de_lowest_kcal_mol=30.6 max_force_ev_per_a=4.664 homo_lumo_gap_ha=0.381
S 0.85497 -1.53217 0.04806 0.5 -2.4 -2.5 1.245
O 1.40970 -1.80459 1.35028 -0.1 0.5 0.0 -0.643
O 0.88622 -2.62595 -0.95549 -0.2 1.5 1.6 -0.697
O 0.89099 2.00751 0.16126 1.0 -1.4 0.1 -0.396
C 2.83830 0.43999 -0.02512 -2.1 -0.6 1.9 -0.730
C -3.25247 0.34513 -0.01027 0.4 -0.3 0.0 -0.537
C -0.88866 0.35325 -0.31274 2.1 0.2 0.0 0.523
C 0.44441 1.01626 -0.75469 0.6 -0.9 -0.9 -0.288
C -3.21124 -1.01425 0.34719 0.4 -0.5 0.2 -0.389
C 1.69961 -0.09261 -0.84162 -3.6 1.4 2.7 -0.411
C 2.01448 1.44382 0.88516 2.2 0.6 0.1 -0.524
C -2.05704 1.02993 -0.38054 -2.0 1.7 -1.1 -0.517
C -0.83833 -0.94890 0.13862 1.2 0.1 -0.5 0.198
C -1.95573 -1.69570 0.40576 -1.3 -0.6 0.8 -0.614
H 1.83531 -0.45117 -1.79230 0.4 -0.8 -2.2 0.644
H 0.20798 1.44642 -1.77412 0.7 -0.1 1.1 0.392
H 2.66366 2.30387 1.20712 -0.8 -0.8 -0.2 0.386
H -4.24228 0.80507 0.01817 0.5 0.2 -0.3 0.365
H 3.69043 0.84314 -0.46365 1.0 1.0 -1.6 0.386
H -1.87555 -2.76309 0.73848 -0.1 1.2 -0.5 0.388
H 1.82428 0.79796 1.74396 -1.1 0.6 0.2 0.298
H -4.16714 -1.56747 0.58631 1.3 0.8 -0.3 0.318
H 3.24321 -0.42048 0.56373 -0.4 0.8 0.0 0.316
H -2.01512 2.08405 -0.88358 -0.5 -2.0 1.3 0.287